Computed, not measured: a 2-piece molecular cluster, C7H12NS2 overall at a distorted geometry, with wB97M-V/def2-TZVPD.

## Properties
Energy in eV: -30602.039
Relative energy (zero: lowest compared OMol25 entry of this formula, charge and spin) in eV: 4.743

```
! RIJCOSX wB97M-V def2-TZVPD def2/J DEFGRID3
* xyz 1 1
H -2.76932 2.47927 -0.15686
H 2.65061 0.99517 -0.57784
S -0.23043 -1.20547 2.58780
H 1.83594 -0.48680 0.06281
H 2.05068 2.01665 -1.95087
C -0.63874 1.28335 -0.13783
H -1.32348 -2.01060 -0.77600
H 1.55785 1.25456 0.85910
C -0.90461 -0.94459 0.98789
N 0.55013 0.92756 -0.87066
C 1.71798 0.59432 -0.03169
C -1.16965 -2.02665 0.23474
H -0.03086 -3.62662 2.94896
C 0.94034 2.11944 -1.68749
H 0.21154 2.14936 -2.52404
S -2.26169 1.49279 -0.97182
H 0.67513 2.95449 -1.15875
C -0.50355 -2.87979 2.26978
C -0.91783 -3.15008 1.02637
H 0.27069 0.20572 -1.55433
H -1.13454 -4.18677 0.68134
H -0.57618 2.04470 0.73939
*
```

Partial charges, natural (NBO), in e:
1 H 0.18
2 H 0.23
3 S 0.43
4 H 0.26
5 H 0.24
6 C -0.20
7 H 0.23
8 H 0.24
9 C -0.11
10 N -0.43
11 C -0.41
12 C -0.38
13 H 0.26
14 C -0.41
15 H 0.24
16 S 0.06
17 H 0.23
18 C -0.40
19 C -0.24
20 H 0.45
21 H 0.25
22 H 0.26